[1]
The following is a quantum chemistry calculation of the molecule C20H21NO4, from OMol25.

The calculation puts the relative energy (zero: lowest compared OMol25 entry of this formula, charge and spin) at 68.4 kcal/mol. Its structure (SMILES) is C=C(C)COc1ccc([C@@H]2NC(=O)c3ccccc3O2)cc1OCC. The value obtained for the electronic energy is -1130.4200 Ha. The orbital gap comes out at 8.97 eV.

Structure (XYZ):
```
46
Properties=species:S:1:pos:R:3:forces:R:3
C -3.302 -2.299 -1.384 0.0 0.1 0.0
C -3.264 -2.399 -0.066 0.0 0.1 0.1
C -3.321 -3.704 0.667 0.0 0.1 -0.1
C -3.184 -1.189 0.837 -0.1 -0.2 0.0
O -2.905 0.029 0.185 0.1 0.2 -0.3
C -1.634 0.279 -0.258 0.1 0.2 0.0
C -0.613 -0.661 -0.210 0.0 0.0 0.1
C 0.657 -0.385 -0.684 0.0 0.0 -0.1
C 0.937 0.859 -1.225 0.1 0.1 0.0
C 2.326 1.235 -1.719 -0.6 0.0 -0.1
N 3.026 0.126 -2.320 0.1 0.2 -0.2
C 3.724 -0.801 -1.606 0.0 0.2 -0.2
O 4.131 -1.828 -2.108 0.1 -0.3 0.0
C 3.985 -0.386 -0.209 0.0 0.2 0.1
C 4.606 -1.250 0.686 -0.1 0.1 0.0
C 4.916 -0.826 1.962 0.1 -0.1 0.0
C 4.620 0.475 2.345 -0.1 0.1 -0.1
C 3.999 1.345 1.468 -0.1 0.1 -0.2
C 3.667 0.915 0.188 0.1 -0.3 0.2
O 3.080 1.801 -0.663 0.3 0.1 0.2
C -0.071 1.809 -1.265 -0.1 -0.2 0.1
C -1.354 1.553 -0.793 0.1 -0.1 0.0
O -2.228 2.582 -0.973 0.1 -0.2 -0.2
C -3.378 2.738 -0.159 -0.5 0.2 0.4
C -3.030 2.991 1.304 0.1 -0.1 -0.4
H -3.371 -3.169 -2.014 0.0 -0.2 -0.1
H -3.263 -1.347 -1.884 0.0 0.2 0.0
H -4.149 -3.704 1.374 -0.1 -0.1 0.1
H -3.451 -4.528 -0.027 0.0 -0.1 0.0
H -2.403 -3.865 1.233 0.1 0.0 0.1
H -4.166 -1.027 1.298 0.2 -0.1 0.0
H -2.461 -1.368 1.646 0.0 0.0 -0.1
H -0.810 -1.647 0.176 -0.1 -0.1 0.0
H 1.411 -1.155 -0.639 0.0 -0.1 0.0
H 2.239 2.040 -2.461 0.0 -0.2 0.2
H 2.797 -0.109 -3.274 0.1 -0.1 0.1
H 4.842 -2.248 0.346 0.0 -0.1 0.0
H 5.397 -1.499 2.656 0.0 -0.1 0.1
H 4.872 0.814 3.338 0.0 0.0 0.1
H 3.764 2.358 1.752 0.0 0.1 0.0
H 0.118 2.790 -1.672 0.0 0.2 -0.1
H -3.872 3.616 -0.584 0.0 -0.1 0.1
H -4.044 1.876 -0.250 0.1 0.2 -0.1
H -3.936 3.215 1.861 -0.1 0.0 0.1
H -2.346 3.833 1.385 0.0 0.1 0.0
H -2.558 2.115 1.740 0.0 -0.1 0.1
```
Forces are in eV/Å.



[2]
The following is a quantum chemistry calculation of C20H22AsBiF6IN5O10S5 as an isolated structure, from OMol25.

The calculation puts the relative energy (zero: lowest compared OMol25 entry of this formula, charge and spin) at 61.2 kcal/mol. The value obtained for the electronic energy is -7139.7634 Ha. Its charge is -2. The orbital gap comes out at 7.11 eV.

Structure (XYZ):
```
71
Properties=species:S:1:pos:R:3:forces:R:3
Bi 0.782 -0.944 -0.367 -0.5 -0.3 -0.4
C -5.902 -4.416 -1.641 0.1 0.1 0.0
C -5.057 -3.174 -1.511 -0.1 0.0 0.1
C -5.180 -2.120 -2.406 0.0 0.0 0.0
C -4.366 -1.001 -2.301 0.0 0.1 0.0
C -3.432 -0.925 -1.282 0.3 -0.2 0.0
C -3.309 -1.962 -0.364 -0.1 0.1 -0.1
C -4.122 -3.075 -0.484 0.1 0.0 0.0
S -2.322 0.478 -1.212 0.0 0.8 -0.2
O -2.871 1.393 -2.195 0.0 -0.1 -0.1
O -2.334 0.973 0.145 0.2 -0.4 0.2
N -0.833 0.050 -1.614 -0.8 -0.3 -0.1
C -0.800 -0.630 -2.934 -0.1 -0.1 0.4
C -0.942 -2.160 -2.769 -0.1 -0.1 -0.1
O -1.438 -2.818 -3.685 0.2 0.1 0.2
O -0.503 -2.615 -1.652 0.3 0.0 0.2
H -6.738 -4.258 -2.325 0.0 0.0 0.0
H -6.292 -4.720 -0.667 0.0 0.0 0.0
H -5.297 -5.239 -2.032 -0.1 0.0 0.0
H -5.907 -2.182 -3.210 0.0 0.0 0.0
H -4.438 -0.182 -3.004 0.0 0.0 0.0
H -2.568 -1.895 0.418 0.1 -0.1 0.1
H -4.004 -3.892 0.220 0.0 0.0 0.0
H 0.157 -0.425 -3.415 0.1 0.1 -0.1
H -1.588 -0.248 -3.580 0.1 0.0 -0.1
F 2.941 4.183 -2.319 0.1 -0.1 -0.1
C 3.228 3.224 -3.217 -0.3 0.2 0.0
F 4.544 3.054 -3.225 0.0 -0.1 -0.1
F 2.884 3.712 -4.432 0.0 0.0 0.2
S 2.163 1.698 -2.905 0.2 0.3 -0.3
O 0.976 2.367 -2.454 -0.2 0.0 0.2
O 2.106 1.068 -4.196 0.1 -0.1 0.0
N 2.902 0.730 -1.925 -0.6 0.0 0.2
S 3.299 1.035 -0.360 3.0 0.8 -0.7
O 3.395 -0.124 0.558 -0.8 -0.3 -0.3
O 3.664 2.398 0.058 -0.2 0.0 -0.3
C 5.142 0.636 -0.856 0.0 -0.5 0.4
F 5.746 1.349 -1.825 -0.2 0.1 0.1
F 5.934 0.795 0.251 -0.1 0.0 -0.1
F 5.283 -0.666 -1.222 0.1 0.2 0.0
I -1.792 4.763 -2.428 0.0 0.0 -0.1
C -1.609 4.012 -0.505 0.1 0.2 0.2
C -2.708 3.901 0.334 0.1 0.0 0.0
C -2.526 3.416 1.619 -0.1 0.1 0.0
C -1.268 3.005 2.008 0.3 0.0 0.0
N -0.224 3.126 1.194 -0.6 0.2 -0.6
C -0.365 3.632 -0.038 0.1 -0.2 0.3
H -3.694 4.153 -0.030 0.0 0.0 0.0
H -3.364 3.301 2.292 0.0 -0.1 0.0
H -1.059 2.539 2.964 -0.1 -0.1 0.0
H 0.531 3.683 -0.646 0.0 -0.1 -0.1
O -1.849 -0.072 3.046 0.3 -0.1 -0.3
C -1.145 -0.519 2.199 0.0 0.0 0.1
N -0.423 -1.057 1.415 -0.6 0.1 0.3
O 1.009 1.272 2.650 0.0 0.4 0.1
S 1.537 2.023 1.498 -0.4 -0.8 -0.4
N 1.472 1.231 0.158 0.1 0.7 1.2
C 1.380 -1.295 4.427 -0.1 0.4 -0.4
As 2.794 -1.635 3.132 0.3 -1.2 1.6
C 3.831 -2.894 4.252 0.0 0.2 -0.2
C 4.059 -0.174 3.337 -0.2 0.3 -0.6
S 2.180 -2.962 1.620 0.2 0.3 -0.3
H 1.842 -1.151 5.404 0.0 0.0 0.0
H 0.728 -2.165 4.433 0.0 -0.1 0.0
H 0.811 -0.414 4.138 0.0 -0.1 0.0
H 4.093 -2.470 5.224 0.0 0.0 0.0
H 4.737 -3.162 3.709 0.0 0.0 0.0
H 3.230 -3.791 4.376 -0.1 0.0 0.0
H 5.036 -0.544 3.038 0.0 0.0 0.0
H 4.042 0.087 4.394 0.0 -0.1 0.1
H 3.808 0.685 2.726 0.0 0.0 0.0
```
Forces are in eV/Å.



[3]
The following is a quantum chemistry calculation of C20H22BF6IN4O7PdS3 as an isolated structure, from OMol25.

The calculation puts the relative energy (zero: lowest compared OMol25 entry of this formula, charge and spin) at 15.4 kcal/mol. The value obtained for the electronic energy is -3764.7375 Ha. Its charge is +2. The orbital gap comes out at 4.92 eV.

Structure (XYZ):
```
65
Properties=species:S:1:pos:R:3:forces:R:3
Pd 0.323 -1.029 0.143 0.5 0.1 0.4
F -4.538 -0.023 2.353 0.0 0.0 0.0
C -3.722 1.007 2.344 0.0 0.0 0.0
F -3.306 1.300 3.553 0.0 0.0 0.0
F -4.251 2.042 1.747 0.0 0.0 0.0
S -2.204 0.523 1.359 -0.1 -0.1 -0.1
O -1.144 1.460 1.482 0.0 0.1 0.0
O -1.736 -0.761 2.149 0.2 0.1 -0.2
N -2.738 0.136 -0.013 -0.1 0.2 0.1
S -1.844 0.115 -1.336 -0.4 -0.3 -0.4
O -1.132 1.305 -1.619 0.0 0.2 0.0
O -1.051 -1.147 -1.344 0.1 0.0 0.1
C -3.152 -0.266 -2.612 0.0 0.1 0.1
F -3.730 -1.403 -2.292 0.0 0.0 0.0
F -4.016 0.723 -2.615 0.0 0.0 0.0
F -2.525 -0.360 -3.765 0.0 0.0 0.0
N 5.865 -1.343 -4.035 0.0 0.0 0.0
C 4.716 -2.028 -4.139 0.1 0.0 -0.1
S 4.387 -3.058 -5.364 0.0 0.0 0.0
C 3.692 -1.764 -3.069 0.1 0.0 0.0
C 2.651 -2.673 -2.880 0.1 0.0 0.0
C 1.690 -2.425 -1.932 -0.1 0.0 0.0
N 1.744 -1.315 -1.176 -0.2 0.0 0.0
C 2.724 -0.422 -1.332 0.0 0.1 0.0
C 3.715 -0.620 -2.272 -0.1 0.0 0.0
H 6.570 -1.489 -4.741 0.0 0.0 0.0
H 6.123 -0.802 -3.229 0.0 0.0 0.0
H 2.603 -3.561 -3.496 0.0 0.0 0.0
H 0.861 -3.099 -1.766 0.0 0.0 0.0
H 2.700 0.456 -0.703 0.0 0.0 0.0
H 4.459 0.155 -2.380 0.0 0.0 0.0
N 1.690 -1.237 3.835 0.0 0.0 -0.1
C 1.628 -0.469 2.778 -0.1 0.1 0.1
O 1.669 -1.001 1.624 0.1 -0.3 0.0
C 1.625 1.025 2.923 0.0 0.0 -0.1
I 0.665 1.778 4.658 0.0 0.0 0.0
H 1.729 -2.240 3.721 0.0 0.0 0.0
H 1.684 -0.842 4.766 0.0 0.0 0.0
H 1.153 1.468 2.051 0.0 0.0 0.0
H 2.665 1.348 2.966 0.0 0.0 0.0
C -1.615 -8.142 -1.244 0.0 0.0 0.0
C -2.816 -7.496 -0.538 0.0 0.0 0.0
C -3.835 -7.079 -1.597 0.0 0.0 0.0
C -3.476 -8.520 0.398 0.0 0.0 0.0
C -2.331 -6.306 0.290 0.0 0.0 0.0
C -1.383 -6.516 1.303 0.0 0.0 0.0
C -0.897 -5.502 2.120 0.0 0.0 0.0
C -1.395 -4.245 1.876 -0.1 0.0 0.0
O -1.097 -3.029 2.524 0.0 -0.1 0.0
B -1.904 -2.150 1.875 0.0 0.1 -0.1
O -2.662 -2.650 0.871 -0.1 -0.1 0.1
C -2.328 -4.019 0.886 0.0 0.0 0.1
C -2.820 -5.014 0.077 0.0 0.0 0.0
H -1.950 -8.995 -1.834 0.0 0.0 0.0
H -0.870 -8.504 -0.534 0.0 0.0 0.0
H -1.130 -7.434 -1.919 0.0 0.0 0.0
H -4.139 -7.956 -2.168 0.0 0.0 0.0
H -3.418 -6.359 -2.305 0.0 0.0 0.0
H -4.736 -6.653 -1.151 0.0 0.0 0.0
H -3.835 -9.370 -0.182 0.0 0.0 0.0
H -4.327 -8.081 0.920 0.0 0.0 0.0
H -2.778 -8.900 1.144 0.0 0.0 0.0
H -1.015 -7.519 1.473 0.0 0.0 0.0
H -0.181 -5.698 2.905 0.0 0.0 0.0
H -3.563 -4.795 -0.676 0.0 0.0 0.0
```
Forces are in eV/Å.



[4]
The following is a quantum chemistry calculation of C20H22ClCrN3O6S2Se as an isolated structure, from OMol25.

The calculation puts the relative energy (zero: lowest compared OMol25 entry of this formula, charge and spin) at 126.2 kcal/mol. The value obtained for the electronic energy is -6093.4533 Ha. Its charge is -1. The spin multiplicity is 4. The orbital gap (spin up / spin down) comes out at 4.89 / 4.87 eV. As for the expectation value of S²: 3.794.

Structure (XYZ):
```
56
Properties=species:S:1:pos:R:3:forces:R:3
Cr 0.294 0.279 -0.917 0.3 -0.1 1.5
S -0.474 -3.048 -2.774 -1.5 0.1 -0.8
C 0.690 -2.489 -1.817 2.2 0.5 0.9
N 1.365 -1.291 -1.751 -1.5 0.9 0.1
C 2.656 -1.374 -1.263 0.7 -2.9 -0.4
C 3.711 -0.480 -1.505 -1.3 -0.8 0.3
C 4.966 -0.883 -1.201 2.0 -2.7 0.7
C 5.287 -2.252 -0.857 1.4 1.0 0.3
C 4.293 -3.185 -0.764 -1.8 0.2 0.9
C 2.959 -2.723 -0.831 0.8 1.4 -0.4
S 1.501 -3.663 -0.766 0.4 -0.4 -0.1
H 3.508 0.427 -2.004 -0.2 1.1 -0.1
H 5.850 -0.296 -1.299 0.1 0.9 -0.2
H 6.363 -2.580 -0.615 -1.7 0.8 -0.7
H 4.429 -4.237 -0.545 0.4 0.0 0.0
O 1.594 1.837 -1.430 -1.2 0.8 0.1
Se 0.499 2.998 -0.885 -0.2 0.9 -0.1
O -0.092 4.125 -1.972 1.4 -2.2 2.3
O -0.603 1.963 -0.123 0.7 1.3 -0.9
O 1.364 3.851 0.431 -0.7 0.1 -2.5
Cl -6.509 -2.066 -4.829 -1.0 -0.5 -1.0
C -5.142 -1.546 -3.976 0.7 1.3 0.3
C -4.247 -0.620 -4.552 -0.2 -0.8 0.5
C -3.167 -0.276 -3.750 -0.2 0.6 0.4
C -3.066 -0.692 -2.411 -1.8 -0.6 0.2
C -4.122 -1.444 -1.811 2.3 0.9 -0.2
C -5.099 -1.917 -2.630 -1.1 -1.0 -0.1
C -1.840 -0.356 -1.688 2.2 1.2 -2.2
O -1.446 -0.865 -0.582 -0.2 1.7 -1.7
O -1.040 0.449 -2.440 -1.1 -2.1 3.3
H -4.346 -0.186 -5.570 -0.1 -0.7 0.9
H -2.445 0.450 -4.111 0.1 -0.4 0.0
H -4.065 -1.623 -0.736 -0.1 -0.3 -0.4
H -5.861 -2.642 -2.260 0.6 0.9 -0.3
C -1.487 1.867 4.498 -0.1 0.5 0.4
C -1.334 1.986 2.964 1.2 -0.9 0.8
N 0.008 1.418 2.662 -0.2 -0.2 -0.1
C 1.001 2.268 3.036 -1.4 1.5 -1.1
C 2.378 1.899 3.003 2.8 0.1 0.1
C 0.168 0.236 2.078 -1.8 -1.9 -0.6
C -0.704 -0.984 2.564 1.1 2.0 -1.1
N 1.023 0.009 1.040 1.2 -0.4 -1.2
H -1.057 0.903 4.920 -0.9 1.1 -0.7
H -2.524 2.064 4.761 -0.3 -0.6 0.2
H -0.972 2.676 5.052 0.1 -0.4 -0.6
H -1.239 3.010 2.576 -0.3 -0.1 0.5
H -2.089 1.508 2.332 0.1 -0.3 0.5
H 0.676 3.215 3.461 0.1 -0.2 -0.2
H 1.072 3.502 1.294 -0.3 -0.9 1.0
H 2.949 2.695 2.470 0.1 -0.5 0.4
H 2.648 0.976 2.475 -0.5 0.3 0.1
H 2.795 1.827 4.026 0.2 0.0 -0.2
H -0.788 -0.888 3.614 -0.3 -0.3 1.2
H -0.062 -1.809 2.295 -0.2 -0.6 0.1
H -1.682 -1.077 2.113 -0.2 -0.1 -0.3
H 1.448 -0.945 1.000 -0.6 0.9 0.5
```
Forces are in eV/Å.